1.
{
  "formula": "C4H6N4O",
  "method": "ωB97M-V/def2-TZVPD",
  "species": ["H", "N", "C", "N", "C", "C", "N", "N", "C", "O", "H", "H", "H", "H", "H"],
  "coordinates": [[-1.44, -0.72, -3.04], [-0.71, 0.17, -3.25], [-0.39, 0.48, -2.05], [-0.77, -0.24, -0.77], [0.05, 0.14, 0.35], [1.03, 0.95, 0.83], [1.33, 0.70, 2.07], [0.55, -0.34, 2.48], [0.11, -0.84, 1.31], [-0.59, -2.04, 1.31], [0.19, 1.35, -1.84], [-1.41, -0.95, -0.98], [1.49, 1.95, 0.32], [1.66, 1.53, 2.82], [-1.09, -2.14, 0.43]],
  "largest_force_ha_per_bohr": 0.1735,
  "homo_energy_ev": -8.64,
  "smiles": "[H]/N=C\\Nc1c[nH]nc1O"
}

=====

2.
{
  "formula": "C4H6NO2",
  "method": "ωB97M-V/def2-TZVPD",
  "species": ["C", "C", "C", "C", "N", "O", "O", "H", "H", "H", "H", "H", "H"],
  "coordinates": [[0.99, 2.23, -0.26], [-1.63, -0.37, -0.31], [0.57, -1.59, 0.10], [-0.38, -0.43, 0.54], [1.29, 1.39, 0.55], [-1.80, 0.18, -1.40], [-2.49, -1.08, 0.28], [1.84, 3.00, -0.42], [0.08, 2.44, -0.82], [1.44, -1.57, 0.77], [0.84, -1.45, -0.91], [-0.10, -2.44, 0.25], [-0.64, -0.33, 1.65]],
  "largest_force_ha_per_bohr": 0.0904,
  "homo_energy_ev": [-4.18, -3.15],
  "charge": -1
}

=====

3.
{
  "formula": "C4H6NO2",
  "method": "ωB97M-V/def2-TZVPD",
  "species": ["C", "C", "C", "N", "H", "H", "H", "H", "H", "O", "C", "O", "H"],
  "coordinates": [[-1.15, 0.06, 0.04], [-1.62, -0.73, -0.89], [-0.15, 2.23, 0.30], [-1.19, 1.51, 0.01], [-0.34, -0.24, 0.80], [-2.08, -0.32, -1.77], [-1.33, -1.79, -0.89], [0.06, 3.15, -0.30], [0.63, 1.82, 0.96], [1.89, -0.24, 0.87], [1.78, -1.41, 0.44], [0.76, -2.10, 0.18], [2.75, -1.94, 0.25]],
  "largest_force_ha_per_bohr": 0.0688,
  "homo_energy_ev": [-9.64, -9.15],
  "s_squared": 0.76,
  "spin_multiplicity": 2
}

=====

4.
{
  "formula": "C4H6NO2",
  "method": "ωB97M-V/def2-TZVPD",
  "species": ["C", "C", "C", "C", "N", "O", "O", "H", "H", "H", "H", "H", "H"],
  "coordinates": [[-0.44, -0.89, 0.65], [-1.13, 0.27, 0.54], [-1.67, -1.35, 1.49], [-0.94, 1.49, -0.11], [0.65, -1.72, -0.16], [-1.95, -2.27, 2.16], [-2.19, -0.09, 1.38], [-0.28, 1.44, -1.02], [-0.59, 2.16, 0.61], [-1.97, 1.91, -0.33], [1.53, -1.99, 0.36], [0.77, -1.59, -1.14], [0.02, -2.46, 0.05]],
  "largest_force_ha_per_bohr": 0.1212,
  "homo_energy_ev": [-11.06, -15.57],
  "s_squared": 2.01,
  "spin_multiplicity": 3,
  "charge": 1
}

=====

5.
{
  "formula": "C4H6NO2",
  "method": "ωB97M-V/def2-TZVPD",
  "species": ["C", "C", "C", "C", "N", "O", "O", "H", "H", "H", "H", "H", "H"],
  "coordinates": [[-0.56, -1.40, -1.06], [0.34, 1.28, 1.43], [-1.13, -2.57, -1.63], [1.10, 2.53, 1.16], [-0.10, -0.56, -0.41], [-0.34, 0.79, 2.24], [0.53, 0.47, -0.02], [-0.98, -2.42, -2.69], [-2.14, -2.87, -1.14], [-0.50, -3.42, -1.30], [1.50, 2.72, 2.08], [1.85, 2.19, 0.37], [0.43, 3.27, 0.96]],
  "largest_force_ha_per_bohr": 0.2438,
  "homo_energy_ev": [-10.58, -16.02],
  "s_squared": 2.01,
  "spin_multiplicity": 3,
  "charge": 1
}

=====

6.
{
  "formula": "C4H6NO3",
  "method": "ωB97M-V/def2-TZVPD",
  "species": ["C", "C", "N", "C", "C", "O", "O", "O", "H", "H", "H", "H", "H", "H"],
  "coordinates": [[2.47, -0.39, -1.06], [1.62, -0.76, -0.03], [0.10, -0.51, -0.17], [-0.91, 0.23, -0.83], [-2.19, -0.07, -0.33], [-2.28, -1.10, 0.43], [-3.14, 0.65, -0.67], [2.00, -1.01, 1.16], [2.12, 0.03, -1.98], [3.45, -0.06, -0.70], [-1.20, 1.30, 2.05], [-0.39, -1.03, 0.60], [-0.93, 1.23, -1.07], [-0.70, 1.51, 2.59]],
  "largest_force_ha_per_bohr": 0.1623,
  "homo_energy_ev": -3.99,
  "charge": -1
}

=====

Quick rundown of ΔE to the lowest compared entry with this formula, charge and spin, same order as above: 92.6; 84.9; 12.7; 39.5; 95.1; 119.8 kcal per mole